{
  "formula": "C3H4ClNO2S",
  "method": "the ωB97M-V functional and the def2-TZVPD basis",
  "elements": ["C", "C", "C", "N", "O", "O", "S", "Cl", "H", "H", "H", "H"],
  "positions_angstrom": [[-1.00019, 0.29812, 1.03126], [0.58369, -0.02560, 0.98083], [-1.09350, -0.58059, -0.12072], [0.18712, -0.68158, -0.30310], [-1.69745, 1.11608, 1.64743], [0.46634, 1.16307, -2.01050], [-0.17198, 2.43230, -1.60803], [1.43977, 3.66801, -1.33042], [1.41504, 0.76339, 1.00773], [0.82146, -0.88017, 1.67921], [-1.72978, -1.03137, -0.78223], [0.73453, -1.17129, -0.99441]],
  "atomic_forces_ev_per_a": [[-0.36, 1.57, 0.41], [0.41, -0.49, 0.55], [-0.83, 1.34, 1.32], [3.40, -0.07, 0.45], [1.19, -1.91, -0.80], [-0.44, 0.17, -0.37], [0.70, -0.41, -0.04], [-0.17, 0.34, 0.17], [-1.44, -1.03, -0.38], [-0.08, 1.18, -0.37], [-2.21, -0.76, -1.17], [-0.17, 0.06, 0.22]],
  "nbo_charge": [0.44, -0.32, -0.10, -0.47, -0.55, -0.79, 0.96, -0.23, 0.22, 0.21, 0.20, 0.42],
  "e_lumo_ev": [-0.14, -1.53],
  "e_tot_ha": -1180.19498,
  "e_homo_ha": [-0.3374, -0.2618],
  "orbital_gap_ev": [9.04, 5.59],
  "de_lowest_kj_mol": 247.0,
  "total_charge": 0
}